54
Properties=species:S:1:pos:R:3 method="wB97M-V/def2-TZVPD" s2=0.77 homo_ev="-2.70 / -4.33" molar_mass_da=666.1 lumo_ha="0.100 / 0.099" max_force_ha_per_bohr=0.0113 energy_ha=-1978.08492 charge=-1 spin_multiplicity=2 e_above_lowest_kcal_mol=0.0 homo_lumo_gap_ev="5.4 / 7.0"
Hg 0.61 -0.12 -0.22
O 0.88 -0.93 -2.27
C 1.32 -2.05 -2.72
C 1.09 -2.39 -4.08
C 1.63 -3.51 -4.66
C 2.43 -4.38 -3.91
C 2.61 -4.12 -2.57
C 2.06 -3.00 -1.94
C 2.20 -2.92 -0.51
N 1.77 -2.00 0.29
N 1.98 -2.26 1.62
C 1.41 -1.39 2.43
O 0.74 -0.36 2.12
C 1.63 -1.66 3.89
C 1.43 -0.64 4.82
C 1.57 -0.89 6.18
C 1.89 -2.16 6.62
C 2.10 -3.18 5.70
C 1.97 -2.93 4.35
H 0.47 -1.71 -4.66
H 1.44 -3.73 -5.70
H 2.88 -5.25 -4.36
H 3.20 -4.80 -1.96
H 2.69 -3.76 -0.02
H 1.16 0.34 4.45
H 1.42 -0.09 6.89
H 1.96 -2.36 7.69
H 2.36 -4.17 6.05
H 2.14 -3.71 3.62
N -2.60 2.89 -1.08
C -3.40 2.64 -2.18
C -4.41 3.54 -2.53
C -5.22 3.31 -3.64
C -5.03 2.18 -4.41
C -4.03 1.28 -4.07
C -3.23 1.49 -2.96
S -1.96 0.32 -2.58
N -1.23 0.95 -1.20
C -1.46 2.16 -0.73
C -0.57 2.72 0.23
C -0.90 3.84 1.04
C 0.01 4.32 1.95
C 1.26 3.69 2.07
C 1.50 2.58 1.29
N 0.65 2.09 0.39
H -2.65 3.83 -0.71
H -4.56 4.42 -1.92
H -5.99 4.02 -3.89
H -5.65 2.00 -5.28
H -3.86 0.39 -4.66
H -1.88 4.28 0.99
H -0.25 5.15 2.59
H 2.01 4.04 2.77
H 2.44 2.04 1.38

38
Properties=species:S:1:pos:R:3 method="wB97M-V/def2-TZVPD" homo_ev=-3.96 molar_mass_da=468.8 lumo_ha=0.099 max_force_ha_per_bohr=0.0865 energy_ha=-5599.71573 charge=-1 spin_multiplicity=1 e_above_lowest_kcal_mol=0.1 homo_lumo_gap_ev=6.7
Cu -3.04 -12.00 -8.35
N -3.24 -16.04 -1.89
C -3.53 -14.89 -2.54
C -4.52 -14.82 -3.52
C -4.78 -13.66 -4.22
C -3.95 -12.53 -3.96
C -3.02 -12.53 -2.90
C -2.92 -13.69 -2.11
S -4.15 -11.15 -5.08
O -3.74 -9.92 -4.45
O -5.50 -11.26 -5.63
N -3.21 -11.41 -6.41
C -1.85 -11.50 -6.33
N -1.13 -11.50 -5.24
C 0.20 -11.67 -5.35
C 0.80 -11.89 -6.57
C -0.03 -11.99 -7.70
N -1.34 -11.75 -7.56
H -3.29 -16.95 -2.32
H -2.51 -16.06 -1.19
H -5.08 -15.73 -3.60
H -5.54 -13.58 -4.95
H -2.38 -11.65 -2.81
H -2.21 -13.75 -1.23
H 0.72 -11.56 -4.42
H 1.88 -11.96 -6.61
H 0.27 -12.20 -8.74
Br -7.11 -13.96 -13.02
C -6.04 -13.41 -11.64
C -4.87 -12.66 -12.01
C -3.98 -12.27 -11.03
C -4.23 -12.53 -9.75
C -5.42 -13.11 -9.33
C -6.28 -13.59 -10.29
H -4.55 -12.51 -13.01
H -3.10 -11.69 -11.36
H -5.68 -13.28 -8.27
H -7.13 -14.13 -9.90

135
Properties=species:S:1:pos:R:3 method="wB97M-V/def2-TZVPD" smiles="CCCCCCCCCCCCCCCCCCN1C(=O)c2c(COO)ccc([C@H](C)CC)c2C1=O.COC(=O)OC.COC(=O)OC.COC(=O)OC.COC(=O)OC" homo_ev=-9.72 molar_mass_da=862.1 lumo_ha=-0.017 max_force_ha_per_bohr=0.0428 energy_ha=-2941.99112 spin_multiplicity=1 e_above_lowest_kcal_mol=114.7 homo_lumo_gap_ev=9.2
C -1.79 9.91 -4.16
C -3.28 9.51 -4.32
C -3.49 8.49 -5.43
C -2.62 7.21 -5.27
C -3.44 5.91 -5.34
C -3.13 4.98 -4.15
C -4.25 3.98 -3.84
C -4.46 3.73 -2.33
C -4.00 2.32 -1.91
C -3.42 2.22 -0.50
C -4.28 2.90 0.59
C -3.66 4.22 1.08
C -2.78 4.10 2.35
C -2.18 2.71 2.60
C -0.91 2.85 3.44
C -0.38 1.51 3.96
C 1.08 1.61 4.43
C 2.03 0.82 3.53
N 3.19 0.29 4.22
C 3.19 -1.03 4.63
O 2.20 -1.71 4.83
C 4.65 -1.43 4.72
C 5.20 -2.59 5.15
C 4.34 -3.74 5.67
O 4.93 -4.98 5.38
O 4.74 -5.21 4.00
C 6.55 -2.70 5.12
C 7.32 -1.68 4.65
C 6.77 -0.50 4.22
C 7.70 0.59 3.71
C 7.53 1.93 4.47
C 7.48 0.77 2.18
C 7.24 -0.56 1.45
C 5.40 -0.37 4.27
C 4.48 0.77 3.91
O 4.70 1.88 3.47
H -1.74 11.00 -4.17
H -1.42 9.60 -3.20
H -1.18 9.51 -4.96
H -3.87 10.39 -4.56
H -3.65 9.15 -3.36
H -4.54 8.23 -5.53
H -3.21 8.98 -6.37
H -2.11 7.27 -4.31
H -1.87 7.23 -6.06
H -3.23 5.40 -6.28
H -4.50 6.16 -5.31
H -2.21 4.45 -4.39
H -2.95 5.62 -3.29
H -5.17 4.34 -4.31
H -4.04 3.03 -4.32
H -5.54 3.79 -2.17
H -3.98 4.53 -1.76
H -4.81 1.62 -2.09
H -3.20 2.04 -2.60
H -2.39 2.58 -0.49
H -3.37 1.16 -0.25
H -4.52 2.22 1.41
H -5.22 3.16 0.12
H -3.12 4.70 0.27
H -4.49 4.89 1.33
H -3.29 4.45 3.24
H -1.93 4.77 2.21
H -2.87 2.13 3.21
H -1.94 2.18 1.68
H -0.13 3.32 2.82
H -1.11 3.50 4.29
H -0.49 0.78 3.16
H -1.02 1.17 4.78
H 1.36 2.66 4.49
H 1.16 1.17 5.42
H 2.34 1.45 2.70
H 1.45 -0.01 3.11
H 4.22 -3.63 6.74
H 3.35 -3.64 5.22
H 5.62 -5.26 3.61
H 7.05 -3.59 5.47
H 8.39 -1.77 4.60
H 8.72 0.25 3.87
H 7.59 2.76 3.78
H 8.35 2.03 5.18
H 6.62 1.95 5.06
H 8.31 1.32 1.73
H 6.56 1.33 2.07
H 6.20 -0.86 1.51
H 7.47 -0.46 0.39
H 7.87 -1.37 1.83
C -1.74 -1.52 -4.00
O -1.92 -1.20 -2.62
C -1.17 -1.93 -1.79
O -0.39 -2.79 -2.11
O -1.44 -1.54 -0.55
C -0.70 -2.23 0.46
H -2.39 -0.87 -4.57
H -0.71 -1.34 -4.31
H -2.01 -2.56 -4.19
H 0.37 -2.07 0.34
H -0.93 -3.30 0.44
H -1.02 -1.82 1.42
C -0.94 -4.40 -9.94
O -1.12 -4.08 -8.56
C -0.37 -4.80 -7.73
O 0.40 -5.66 -8.04
O -0.64 -4.40 -6.48
C 0.10 -5.10 -5.47
H -1.60 -3.75 -10.50
H 0.09 -4.22 -10.24
H -1.21 -5.44 -10.13
H 1.17 -4.94 -5.60
H -0.13 -6.16 -5.49
H -0.20 -4.68 -4.52
C 0.52 -8.11 -1.15
O 1.18 -8.40 0.08
C 1.78 -7.34 0.64
O 1.78 -6.23 0.20
O 2.36 -7.74 1.76
C 3.04 -6.70 2.48
H 0.08 -9.04 -1.50
H -0.28 -7.38 -1.00
H 1.22 -7.74 -1.90
H 2.34 -5.92 2.77
H 3.84 -6.28 1.87
H 3.46 -7.15 3.37
C -4.14 -5.68 3.87
O -5.26 -5.02 3.27
C -4.93 -3.96 2.53
O -3.81 -3.55 2.35
O -6.04 -3.44 2.03
C -5.83 -2.29 1.21
H -4.54 -6.52 4.44
H -3.46 -6.06 3.12
H -3.62 -5.01 4.55
H -5.21 -2.54 0.34
H -5.37 -1.49 1.78
H -6.81 -1.97 0.86

35
Properties=species:S:1:pos:R:3 method="wB97M-V/def2-TZVPD" homo_ev=-6.00 molar_mass_da=329.0 lumo_ha=0.094 max_force_ha_per_bohr=0.1818 energy_ha=-1253.78259 charge=-1 spin_multiplicity=1 homo_lumo_gap_ev=8.6
O -0.93 -2.93 3.91
C -1.10 -1.65 3.57
O -2.43 -1.03 3.38
C -2.20 -0.19 2.18
C -0.75 0.50 2.56
C -0.01 1.27 1.32
C 1.32 0.51 0.72
C 0.95 -1.05 0.26
C -0.23 -1.26 -0.88
C -0.60 -2.81 -1.28
C 0.23 -4.03 -0.53
C 1.40 -3.80 0.62
C 1.77 -2.25 1.02
O -0.07 -0.59 3.28
H -2.96 0.70 2.21
H -2.26 -0.96 1.29
H -0.81 1.34 3.40
H -0.79 1.34 0.43
H 0.29 2.37 1.59
H 1.60 1.07 -0.29
H 2.27 0.55 1.40
H -0.73 -0.29 -1.31
H -1.46 -2.98 -2.08
H -0.02 -5.14 -0.85
H 1.98 -4.65 1.18
H 2.58 -1.94 1.84
B 0.61 3.59 -4.25
O 1.26 3.83 -2.96
C 0.63 3.07 -2.05
O 0.93 3.04 -0.87
C -0.42 2.33 -2.69
O -1.18 1.54 -2.14
O -0.46 2.62 -4.00
F 1.57 3.05 -5.20
F 0.04 4.83 -4.77

158
Properties=species:S:1:pos:R:3 method="wB97M-V/def2-TZVPD" smiles="CCOC(=O)C(F)(F)F.CCOC(=O)C(F)(F)F.CCOC(=O)C(F)(F)F.CCOC(=O)C(F)(F)F.CCOC(=O)C(F)(F)F.CCOC(=O)C(F)(F)F.CCOC(=O)C(F)(F)F.CCCC#N.CCCC#N.CCCC#N.CCCC#N.CCCC#N" homo_ev=-10.94 molar_mass_da=1340.1 lumo_ha=0.005 max_force_ha_per_bohr=0.0719 energy_ha=-5295.33793 spin_multiplicity=1 homo_lumo_gap_ev=11.1
C -0.07 -4.75 -4.44
C -0.25 -6.15 -3.86
C -1.76 -6.50 -3.74
C -2.29 -6.83 -5.11
N -2.65 -7.02 -6.19
H 0.97 -4.41 -4.63
H -0.51 -3.94 -3.77
H -0.62 -4.58 -5.36
H 0.12 -6.10 -2.88
H 0.34 -6.85 -4.41
H -2.14 -5.55 -3.41
H -1.94 -7.27 -3.02
C -1.74 3.46 -1.36
C -2.44 4.44 -2.34
C -3.51 3.78 -3.27
C -3.05 2.54 -3.89
N -2.68 1.51 -4.28
H -1.31 2.63 -1.92
H -2.44 2.97 -0.67
H -0.99 3.98 -0.75
H -1.75 5.00 -2.97
H -2.95 5.33 -1.91
H -3.78 4.51 -4.03
H -4.37 3.59 -2.61
C 4.06 3.88 4.53
C 5.04 2.84 5.09
C 4.40 1.40 5.24
C 4.31 0.69 3.96
N 4.17 0.13 2.97
H 3.15 3.79 5.21
H 3.83 3.78 3.45
H 4.38 4.89 4.61
H 5.44 3.12 6.07
H 5.91 2.75 4.39
H 3.44 1.34 5.78
H 5.13 0.80 5.83
C -0.85 -4.67 2.14
C -0.05 -3.53 2.77
C 1.45 -3.67 2.58
C 2.14 -4.71 3.39
N 2.64 -5.49 4.08
H -1.89 -4.52 2.34
H -0.56 -5.64 2.47
H -0.82 -4.66 1.08
H -0.25 -3.43 3.87
H -0.40 -2.59 2.33
H 1.96 -2.78 2.98
H 1.84 -3.79 1.56
C -4.11 -3.65 -5.32
C -3.46 -2.27 -5.08
C -3.83 -1.73 -3.69
C -3.19 -2.65 -2.69
N -2.51 -3.25 -1.97
H -3.71 -4.31 -4.54
H -3.85 -4.05 -6.34
H -5.20 -3.49 -5.24
H -3.89 -1.51 -5.80
H -2.36 -2.36 -5.25
H -4.89 -1.88 -3.55
H -3.55 -0.74 -3.47
C 6.09 2.59 -4.62
C 5.28 3.83 -4.30
O 4.04 3.51 -3.67
C 2.98 3.31 -4.51
O 3.01 3.33 -5.72
C 1.65 3.30 -3.62
F 1.93 2.91 -2.36
F 1.10 4.46 -3.60
F 0.82 2.41 -4.15
H 5.58 1.90 -5.26
H 6.31 2.05 -3.72
H 7.01 2.81 -5.19
H 5.08 4.51 -5.16
H 5.77 4.36 -3.51
C -3.53 0.25 5.83
C -2.39 -0.39 6.64
O -1.15 0.14 6.24
C -0.83 1.35 6.67
O -1.50 2.14 7.26
C 0.67 1.60 6.35
F 0.70 2.84 5.82
F 1.37 1.69 7.52
F 1.24 0.79 5.43
H -3.61 1.30 6.05
H -4.53 -0.11 6.14
H -3.51 0.18 4.71
H -2.27 -1.44 6.43
H -2.49 -0.23 7.66
C 5.00 -2.91 1.81
C 4.68 -2.19 0.50
O 3.55 -2.86 -0.11
C 3.81 -3.96 -0.84
O 4.85 -4.40 -1.14
C 2.42 -4.49 -1.33
F 1.95 -5.47 -0.57
F 1.50 -3.53 -1.18
F 2.39 -4.83 -2.57
H 5.97 -2.64 2.23
H 4.86 -3.95 1.61
H 4.24 -2.69 2.50
H 5.51 -2.31 -0.26
H 4.40 -1.14 0.50
C -2.04 3.03 3.88
C -2.11 4.15 4.82
O -1.03 5.07 4.42
C -0.70 6.00 5.35
O -1.15 6.10 6.46
C 0.42 6.80 4.72
F 1.34 6.02 4.07
F -0.10 7.70 3.88
F 1.14 7.49 5.65
H -2.86 2.34 4.00
H -1.09 2.54 4.10
H -2.17 3.33 2.87
H -1.90 3.99 5.88
H -3.05 4.70 4.74
C -7.70 0.45 1.55
C -6.48 1.00 2.30
O -5.42 0.06 1.95
C -4.44 0.59 1.19
O -4.23 1.72 0.88
C -3.35 -0.41 0.88
F -2.44 -0.18 1.84
F -3.75 -1.73 0.92
F -2.76 -0.25 -0.29
H -8.61 1.00 1.85
H -7.95 -0.59 1.72
H -7.43 0.53 0.50
H -6.69 0.97 3.35
H -6.11 1.99 1.96
C -0.31 -0.91 -2.26
C 0.00 -0.94 -0.76
O 0.05 0.38 -0.26
C 0.44 0.51 1.04
O 0.56 -0.39 1.83
C 0.95 1.93 1.31
F 0.03 2.87 1.09
F 1.39 2.12 2.51
F 1.95 2.19 0.45
H -0.08 -1.93 -2.55
H 0.56 -0.29 -2.61
H -1.30 -0.62 -2.54
H 1.02 -1.28 -0.57
H -0.69 -1.54 -0.15
C -0.07 -0.40 -5.73
C 1.34 0.12 -6.03
O 2.23 0.21 -4.85
C 2.67 -0.95 -4.34
O 2.38 -2.05 -4.79
C 3.70 -0.69 -3.18
F 4.45 -1.77 -3.00
F 4.57 0.28 -3.27
F 2.91 -0.42 -2.13
H -0.10 -1.46 -5.52
H -0.68 -0.05 -6.53
H -0.51 0.13 -4.87
H 1.28 1.13 -6.36
H 1.87 -0.43 -6.83

17
Properties=species:S:1:pos:R:3 method="wB97M-V/def2-TZVPD" homo_ev=-15.05 molar_mass_da=99.1 lumo_ha=-0.131 max_force_ha_per_bohr=0.0635 energy_ha=-379.71001 charge=+1 spin_multiplicity=1 e_above_lowest_kcal_mol=20.9 homo_lumo_gap_ev=11.5
N 1.48 -0.21 0.50
C 0.85 -1.34 0.70
N -0.45 -1.52 0.51
H 0.87 0.57 0.26
H 2.44 -0.20 0.18
H 1.41 -2.27 0.66
H -0.75 -2.34 0.01
H -0.97 -0.64 0.45
H 4.34 1.03 -2.18
H 3.31 0.08 -2.63
O 3.71 0.40 -1.83
H -1.43 1.68 -0.99
H -2.10 1.06 0.25
O -1.24 1.19 -0.19
H -3.91 0.22 1.89
H -3.98 1.58 1.28
O -3.59 0.71 1.13

10
Properties=species:S:1:pos:R:3 method="wB97M-V/def2-TZVPD" homo_ev=-8.26 molar_mass_da=92.1 lumo_ha=0.033 max_force_ha_per_bohr=0.1200 energy_ha=-615.20057 spin_multiplicity=1 e_above_lowest_kcal_mol=85.6 homo_lumo_gap_ev=9.1
C 0.20 -0.03 1.62
C -0.40 0.04 -0.75
C 0.06 -0.04 -2.02
H -1.00 -0.47 1.55
H 0.82 -1.13 1.93
H 0.39 0.98 2.48
H -1.34 -0.38 -0.27
H -0.71 -0.45 -2.57
F 1.19 0.59 -2.29
S 0.79 0.89 0.31

9
Properties=species:S:1:pos:R:3 method="wB97M-V/def2-TZVPD" homo_ev=-3.70 molar_mass_da=112.0 lumo_ha=0.153 max_force_ha_per_bohr=0.1127 energy_ha=-890.34928 charge=-1 spin_multiplicity=1 e_above_lowest_kcal_mol=82.0 homo_lumo_gap_ev=7.9
N -0.16 -1.87 -0.96
O -0.06 2.07 -0.92
O 1.64 -0.29 -0.16
P -0.76 -0.47 1.81
P 0.22 -0.79 0.03
H -1.11 -2.07 -0.89
H 0.92 1.61 -0.25
H -0.88 1.45 -1.02
H 0.18 0.37 2.35

11
Properties=species:S:1:pos:R:3 method="wB97M-V/def2-TZVPD" smiles="CCOC=O" homo_ev=-9.18 molar_mass_da=74.1 lumo_ha=0.036 max_force_ha_per_bohr=0.0699 energy_ha=-268.27868 spin_multiplicity=1 e_above_lowest_kcal_mol=79.4 homo_lumo_gap_ev=10.2
C 1.43 0.34 0.31
C -0.14 0.55 -0.69
O -1.28 0.24 0.08
C -1.61 -1.07 0.11
O -1.03 -1.96 -0.45
H 1.43 -0.72 0.44
H 2.35 0.68 -0.23
H 1.42 0.87 1.28
H -0.01 -0.14 -1.51
H 0.47 1.37 -0.40
H -2.51 -1.22 0.74

30
Properties=species:S:1:pos:R:3 method="wB97M-V/def2-TZVPD" s2=0.76 homo_ev="-15.62 / -16.78" molar_mass_da=405.5 lumo_ha="-0.300 / -0.295" max_force_ha_per_bohr=0.1041 energy_ha=-2769.39411 charge=+2 spin_multiplicity=2 e_above_lowest_kcal_mol=0.0 homo_lumo_gap_ev="7.4 / 8.8"
C -0.69 3.30 -2.91
I -1.99 1.64 -2.12
H -0.59 4.04 -2.11
H -1.23 3.70 -3.77
H 0.29 2.91 -3.21
Ti -0.39 0.31 -0.59
P 2.06 0.17 -0.38
C 3.14 -0.77 -1.49
C 2.86 1.80 -0.36
H 1.95 0.00 2.04
H 3.56 -0.47 1.40
H 2.17 -1.60 1.28
C 2.48 -0.54 1.25
H 2.44 2.41 0.44
H 3.94 1.66 -0.22
H 4.19 -0.58 -1.21
H 2.98 -0.46 -2.53
H 2.68 2.30 -1.32
H 2.93 -1.84 -1.41
C 0.24 -0.87 -2.32
O 0.43 -1.71 -3.09
Cl -0.48 1.50 1.34
N -3.48 -0.60 1.29
C -2.42 -1.38 1.43
N -2.17 -1.99 2.59
S -1.33 -1.65 0.05
H -4.16 -0.47 2.03
H -3.66 -0.13 0.40
H -1.35 -2.58 2.68
H -2.74 -1.83 3.41